Molecular formula: C18H30N2
Method: DFT, ωB97M-V/def2-TZVPD

Last column: Löwdin charge in e.
Element x y z (Å)
C -0.30981 2.35941 5.46031  -0.107
H -1.04473 1.86876 5.93912  -0.013
C -0.19955 1.91758 3.88249  -0.204
C 0.09770 0.48349 3.94569  -0.342
N 0.12047 0.18544 2.60761  -0.140
C 1.20117 -1.04642 2.52976  -0.161
C 2.53220 -0.53699 2.52845  -0.219
C 3.12825 0.40680 1.12485  -0.054
C 3.74968 -0.93543 1.50993  -0.159
H 4.67123 -1.03497 1.78298  0.005
H 3.61092 -1.94766 0.91929  0.131
H 3.82108 1.27113 1.28020  0.080
H 2.21261 0.46790 0.31402  0.118
H 3.09375 -0.06711 3.29005  0.079
H 1.09328 -1.39781 1.48814  0.110
H 1.19964 -1.88944 3.34945  0.162
C -1.18119 -0.40234 2.04669  -0.128
C -0.95477 -0.51735 0.60356  -0.181
C -1.16893 -1.56564 -0.30986  -0.174
C -1.10836 -1.75663 -1.50872  -0.056
C -0.60818 -0.45647 -2.25131  -0.103
C -0.18146 0.43177 -1.41875  -0.140
C -0.29992 0.54584 -0.17750  -0.087
H -0.07811 1.34354 0.45428  0.101
H 0.32301 1.65722 -2.11744  0.225
N -0.46653 -0.62879 -3.73461  -0.121
C -0.00487 0.48784 -4.35244  -0.436
C -0.61053 1.57694 -4.85421  -0.106
H -0.22544 2.31066 -5.12170  -0.039
H -1.34859 1.90799 -3.92162  0.159
H -1.38307 1.26956 -5.54864  0.090
H 0.62321 0.14351 -5.27194  0.153
H 1.02390 0.79916 -3.80911  0.158
C -1.29263 -1.55942 -4.38087  -0.368
C -2.75595 -1.40845 -4.37300  -0.088
H -2.99792 -2.30883 -5.06365  0.101
H -2.93693 -0.31005 -4.92115  0.140
H -3.11510 -1.70968 -3.35273  0.075
H -0.89297 -2.63855 -4.04015  0.146
H -0.68479 -1.66016 -5.34741  0.143
H -1.54986 -2.69516 -2.08045  0.145
H -1.59031 -2.67842 0.51184  0.198
H -1.76537 0.37665 2.41292  0.079
H -1.49810 -1.33592 2.51948  0.119
H 1.20028 0.41028 4.56658  0.186
H -0.69439 -0.14091 4.42070  0.134
H 0.33875 2.47598 3.42299  -0.010
H -1.41326 2.05878 3.51388  0.180
H -0.46157 3.57257 5.45428  0.101
H 0.78207 2.29981 6.07771  0.119

- DFT total energy: -22115.2169 eV
- Charge: 0
- Frontier orbital gap: 8.453 eV
- Max |F|: 16.69 eV/A
- M: 274.452 g mol⁻¹
- LUMO: 0.8 eV


Molecular formula: C4H8N2O
Method: DFT, ωB97M-V/def2-TZVPD

Last column: Löwdin charge in e.
Element x y z (Å)
C 1.28161 -0.37477 0.92054  -0.013
C -0.28726 -0.19965 0.76863  -0.505
C -1.11377 -1.14806 1.47267  -0.082
N -0.74531 0.64966 -0.00389  0.088
H 1.58733 -0.83997 0.02386  0.057
H 1.67030 -0.88226 1.82367  0.081
H 1.54524 0.67948 0.96391  0.077
H -2.19384 -0.68454 1.59072  0.112
H -0.73889 -1.26620 2.54141  0.094
H -1.12941 -2.20805 0.93683  0.136
H -1.80697 0.46957 -0.18500  0.135
N 0.69469 1.18748 -2.09017  0.154
C 0.55855 1.65806 -3.19395  -0.469
O 0.66525 2.03748 -4.26490  0.141
H 0.01251 0.92179 -1.30434  -0.007

- SMILES: CC(C)=N.N=C=O
- DFT total energy: -9304.3644 eV
- Charge: 0
- Frontier orbital gap: 10.376 eV
- Max |F|: 3.85 eV/A
- M: 100.121 g mol⁻¹
- LUMO: 0.6 eV


Molecular formula: C12H26BBeBrCl3F2NO5S2
Method: DFT, ωB97M-V/def2-TZVPD

Last column: Löwdin charge in e.
Element x y z (Å)
C -6.32728 -0.47138 2.05639  -0.117
C -5.23773 -1.19535 1.26910  -0.270
C -4.23791 -0.22686 0.63951  -0.236
C -3.38370 -0.88298 -0.43941  -0.215
C -2.38367 0.06512 -1.10667  -0.236
C -0.99791 0.04080 -0.44924  -0.192
B -0.76653 0.79809 0.89858  -0.773
Br -1.59545 2.57708 1.02630  0.730
C 0.16435 0.35903 2.04934  -0.201
C -0.42119 -0.69269 3.01344  -0.241
C -0.94574 -1.95621 2.32365  -0.093
H -6.77534 0.32307 1.45351  0.068
H -7.11161 -1.14592 2.39609  0.066
H -5.88937 0.02338 2.92716  0.073
H -5.68020 -1.83971 0.50480  0.106
H -4.69796 -1.84169 1.96880  0.105
H -4.76699 0.63224 0.21436  0.116
H -3.58646 0.14868 1.43881  0.098
H -2.86988 -1.75517 -0.02721  0.106
H -4.05998 -1.26396 -1.21201  0.111
H -2.28797 -0.19803 -2.16323  0.104
H -2.77587 1.08580 -1.07748  0.074
H -0.28980 0.55630 -1.12297  0.100
H -0.63600 -0.98686 -0.37889  0.103
H 0.45808 1.23103 2.64136  0.093
H 1.09569 -0.05675 1.64448  0.107
H 0.38986 -1.00485 3.66857  0.086
H -1.21177 -0.30044 3.65791  0.109
H -0.94383 -2.79289 3.02297  0.080
H -1.98377 -1.82983 1.99891  0.051
H -0.33154 -2.22767 1.46573  0.073
C 1.38575 3.92771 -1.44582  -1.477
Cl 0.92852 3.63453 -3.17950  0.331
Cl 2.38858 2.57723 -0.98321  0.609
Cl 2.20971 5.45821 -1.27821  0.576
H 0.47189 3.94076 -0.85879  -0.010
C 3.72751 1.65666 -4.13186  0.120
C 4.34219 0.51094 -5.28146  -0.231
O 3.78979 -0.43232 -4.70059  0.199
H 4.10407 1.42175 -3.14207  0.082
H 4.14620 2.58705 -4.53201  0.113
H 2.64591 1.63532 -4.16795  0.045
H 5.42982 0.65507 -5.17911  0.151
H 3.92134 0.89503 -6.22579  0.146
Be 1.21728 4.80444 -5.51308  0.315
N 4.21728 -1.23392 1.67576  -0.325
S 3.49863 -2.11977 2.77533  0.483
O 4.35119 -2.62503 3.80322  -0.280
O 2.46863 -2.97727 2.26872  -0.294
F 2.69188 -0.94589 3.48742  -0.197
S 5.22249 -1.94170 0.68818  0.460
O 5.98990 -0.94681 -0.00042  -0.323
O 4.66763 -3.03399 -0.04851  -0.297
F 6.27127 -2.61936 1.66706  -0.185

- DFT total energy: -160377.4176 eV
- Charge: 0
- Frontier orbital gap: 1.889 eV
- Max |F|: 2.54 eV/A
- M: 572.559 g mol⁻¹
- LUMO: -6.6 eV


Molecular formula: C4H9N3
Method: DFT, ωB97M-V/def2-TZVPD

Last column: Löwdin charge in e.
Element x y z (Å)
C 0.45316 0.00561 -2.17844  -0.055
C -0.04490 -0.17710 -0.81519  -0.371
C 0.29369 -1.13265 0.12283  -0.049
C -0.55124 -0.89180 1.35598  -0.197
N -1.16056 0.41718 1.09155  -0.205
N -0.24535 1.46055 1.70437  0.013
N -1.02835 0.65358 -0.29156  -0.001
H 1.47276 -0.43286 -2.05420  0.087
H 0.50774 1.06696 -2.40626  0.068
H -0.02100 -0.58077 -3.10431  0.128
H 0.79442 -2.04694 -0.04244  0.079
H -1.44214 -1.51730 1.44232  0.111
H 0.02563 -0.82959 2.25189  0.089
H 0.65010 0.94484 1.76547  0.053
H -0.65903 1.49997 2.70596  0.103
H -1.20426 1.64397 -0.54298  0.148

- SMILES: CC1=CCN(N)N1
- DFT total energy: -8761.1022 eV
- Charge: 0
- Frontier orbital gap: 8.547 eV
- Max |F|: 2.94 eV/A
- M: 99.137 g mol⁻¹
- LUMO: 1.1 eV